This record from the OMol25 dataset describes 10 unconnected molecules or ions with the total composition C66H146N6O18S4. The level of theory is the ωB97M-V functional and the def2-TZVPD basis.

Element x y z (Å)
S: 3.76471 4.09531 2.29192
S: 5.72591 -2.47084 -2.78357
S: 0.67860 -1.22018 -0.68409
S: 3.46944 -3.56372 2.37952
O: 0.71701 2.22204 -3.81271
O: 4.84152 -4.34112 2.52869
O: 6.78369 -1.42845 -2.15950
O: 3.16003 3.43111 3.39570
O: -4.34855 4.34763 0.78855
O: -3.71518 -0.44568 -6.76914
O: 1.91197 -0.50461 0.17712
O: 0.35208 -5.72448 -0.90446
O: -2.73929 -4.20074 3.71633
O: 3.28202 -2.80942 3.60470
O: 4.68915 5.16375 3.00028
O: 1.20717 -1.34210 -2.03032
O: 0.62160 2.53244 4.79354
O: 3.48346 -2.88204 1.07174
O: 5.58120 -2.16481 -4.16495
O: 2.94796 4.62189 1.25602
O: 6.08842 -3.85164 -2.49110
O: -0.52720 -0.43200 -0.57287
N: 2.07007 2.44293 -4.22260
N: -2.82567 -2.92137 4.28266
N: -4.02076 -0.92102 -5.46448
N: 0.56582 3.64439 5.62563
N: -3.84449 3.65990 -0.30654
N: -0.98559 -5.58111 -1.25543
C: 5.29059 -4.93294 1.27446
C: -4.24241 4.40790 -1.54236
C: 2.28803 2.72587 6.97808
C: 4.40193 -1.90292 -1.79832
C: -4.65195 -0.26084 -2.79530
C: -1.54405 -5.91985 1.13701
C: -1.99860 3.84094 -2.36935
C: -1.47828 -2.47581 4.66897
C: -0.37187 -4.31741 -3.24639
C: -3.28330 -6.14946 -0.73213
C: 2.46805 -0.07224 -4.35424
C: 0.40346 -2.82216 -0.03285
C: 6.72568 -5.35357 1.45389
C: -2.42433 3.30157 -0.01578
C: -0.64305 -6.82594 -3.41044
C: -1.41173 -1.02028 5.06847
C: -1.81801 -6.39622 -0.31381
C: 2.83195 2.91712 -3.03846
C: -5.73419 4.20868 -1.65941
C: -1.93016 3.55839 5.37000
C: -3.58530 -2.06878 3.27666
C: -2.88290 -0.53414 -4.55905
C: 1.08956 1.22479 1.76981
C: -0.56453 5.18372 7.74435
C: 4.27647 3.26834 -3.46434
C: -3.84619 5.91058 -1.30992
C: -3.50059 3.82977 -2.77832
C: -2.47203 0.95468 -4.69205
C: -2.61880 -5.21335 -2.98819
C: -0.65325 5.54728 6.26463
C: 4.80972 2.04624 -4.26001
C: -1.68486 4.54114 0.64478
C: 0.84009 3.18584 6.97280
C: -1.65980 2.89763 -1.23021
C: 2.24158 -4.88637 2.33810
C: -2.97022 -2.13934 1.94258
C: 2.71849 1.82190 -1.93747
C: 3.95402 1.72055 -5.44585
C: -1.45548 -7.88433 -0.34247
C: -3.56333 -0.65010 3.78800
C: -0.49825 4.78952 3.90767
C: -0.43483 -2.82546 3.59897
C: -0.69553 4.36759 5.33901
C: 2.59143 1.32162 -5.01538
C: -0.00459 1.91391 7.34820
C: -4.99279 -2.63093 3.26711
C: -1.67964 -1.40915 -4.91334
C: 5.14955 6.29910 2.18027
C: 0.76470 4.37244 7.96555
C: -3.48192 -6.27331 -2.25459
C: 1.66039 -0.19417 1.56772
C: 1.66173 1.32815 -6.20105
C: 5.80818 7.28953 3.09320
C: 8.23181 -1.71704 -2.52980
C: 4.97750 2.98495 1.46898
C: -5.69930 -0.76342 -3.72560
C: -5.38493 -0.40065 -5.19326
C: -2.56283 2.14535 0.97022
C: 8.57896 -1.25113 -3.91255
C: 2.10783 4.19630 -2.51235
C: -1.14719 -5.53067 -2.78168
C: -6.36022 -1.24953 -6.06188
C: -2.04890 -0.05894 4.03188
C: -3.31097 -0.97978 -3.17030
C: -1.15115 -3.36905 5.92168
C: -5.50592 1.03690 -5.51790
H: 5.20408 -4.18839 0.48365
H: 3.47874 1.90713 -1.18880
H: 0.47379 5.23844 3.72160
H: -0.52286 6.03276 8.42942
H: 4.46358 2.10542 1.11329
H: -0.61012 2.96522 -1.03933
H: -0.56407 -6.60016 -4.46839
H: 1.05564 3.97601 -2.31845
H: -2.29757 -6.15191 1.93203
H: -6.52214 1.23625 -5.82466
H: 5.83340 5.90252 1.41583
H: -1.87851 -3.39207 6.73281
H: -0.38531 -7.99650 -0.30110
H: 1.47868 -0.24135 -3.93814
H: 3.44826 -2.25654 -2.24804
H: 0.82359 1.45917 -3.19947
H: 3.88830 2.65819 -6.01666
H: -3.93755 -6.87442 -0.27147
H: 6.86428 -6.22073 2.09638
H: 0.30939 1.37869 0.97847
H: 0.29071 1.55485 8.31248
H: -2.44040 3.29832 6.28980
H: 6.22970 8.08940 2.49517
H: -1.64401 1.69461 1.34714
H: 0.52539 -6.64956 -1.19808
H: 2.20509 5.01607 -3.20091
H: 2.41890 1.83545 6.35076
H: -0.79669 -1.22140 -4.30737
H: -4.27501 6.43853 -0.42436
H: 1.90259 1.96301 1.72684
H: -0.98321 -4.37579 5.61600
H: -2.54252 -0.82040 -2.39685
H: -6.18637 -1.23511 -7.15932
H: 1.29382 -4.48780 2.60895
H: -1.37461 4.56780 8.10097
H: -0.71833 4.16554 1.00928
H: 0.83861 -0.88076 1.82658
H: -4.05136 -0.62438 4.76193
H: 1.34425 2.74311 4.17468
H: -3.21259 -1.13663 -7.16366
H: -1.83207 -2.48208 -4.72627
H: -1.48872 6.24480 6.02476
H: -3.83527 2.81408 -2.89605
H: -4.57261 0.84527 -2.76307
H: 5.32468 3.50195 0.53914
H: 2.29344 -5.37425 1.38699
H: 5.00954 7.74222 3.69397
H: 0.65870 -2.78437 1.02622
H: 0.59078 1.29044 2.74343
H: -1.39798 -0.07393 3.13947
H: -2.89177 -5.12430 -4.03046
H: -1.35522 -1.19059 -5.96153
H: 0.73093 -4.32618 -3.05854
H: 4.34347 4.13894 -4.11457
H: 2.71829 0.78667 -2.20656
H: 8.81468 -1.23507 -1.75708
H: -3.06813 2.47541 1.87045
H: 0.78455 3.93919 8.92928
H: -0.03181 -1.98149 2.98706
H: 0.69362 0.90945 -5.92743
H: -0.65265 -6.36809 1.57448
H: -3.31191 -2.05558 -3.15559
H: 2.55715 -5.57145 3.15209
H: -3.48704 -1.50378 1.20093
H: 1.70098 4.99382 7.82761
H: 4.30108 -0.79575 -1.83126
H: -1.94531 -1.78915 1.91529
H: -6.73292 -0.58563 -3.46239
H: -0.44717 -4.17321 -4.33361
H: -2.72622 3.97201 4.70852
H: -0.59121 3.88455 3.27815
H: -1.57649 5.41208 -0.03725
H: 7.95196 -1.66031 -4.68141
H: -1.56537 -4.84636 1.15509
H: 5.78156 2.65053 2.13585
H: 0.30450 6.06276 5.99752
H: -1.52285 1.00071 -5.22559
H: 1.46566 2.33843 -6.52788
H: -5.74153 -1.92758 2.83078
H: -4.88456 -3.53165 2.65126
H: 4.54652 -2.14404 -0.75217
H: -5.66025 -1.83543 -3.77336
H: -0.81470 -3.51397 2.86038
H: 5.81284 2.17484 -4.68468
H: -1.41195 3.48091 -3.18889
H: -4.58683 -6.07545 -2.35831
H: -0.15441 -3.16556 6.32968
H: -2.24818 4.91796 1.53797
H: 8.38712 -2.78985 -2.43391
H: 2.05603 0.71293 -7.01537
H: -0.60885 -3.20771 -0.19138
H: -6.16252 -2.29299 -5.79668
H: 1.79111 2.03521 -1.35347
H: -3.70071 -5.18527 -0.45609
H: -1.96242 1.88872 -1.49738
H: -6.10161 4.41957 -0.66911
H: -3.15660 1.58670 -5.23864
H: 0.30791 -7.20153 -3.04527
H: 3.27605 -0.32878 -3.68427
H: -4.90536 1.30434 -6.39323
H: 2.60285 -0.52418 2.06677
H: -2.24297 0.94975 4.46021
H: 4.88765 1.16708 -3.61002
H: -1.07034 1.99880 7.13340
H: -3.33492 -7.17690 -2.88702
H: -1.37144 -7.58558 -3.32169
H: 4.28308 6.75616 1.70374
H: -2.94962 -3.21041 1.63246
H: -6.19305 4.87871 -2.41171
H: 2.64317 2.44732 7.98053
H: -3.16329 1.41571 0.40898
H: -3.23554 -4.69094 4.38132
H: -1.77305 -8.41878 -1.27169
H: -2.78534 6.02504 -1.45627
H: 4.88321 3.43023 -2.57339
H: -2.72038 -4.23295 -2.54118
H: 7.09354 -5.72992 0.51004
H: 2.38058 -0.80626 -5.16222
H: 4.43541 0.92146 -6.01361
H: 7.30124 -4.45268 1.65075
H: 2.48065 4.45481 -1.53770
H: -5.96038 3.15086 -1.87850
H: 6.59753 6.73891 3.57251
H: -1.92066 -0.95642 6.03582
H: -5.19388 1.72762 -4.73350
H: 8.52592 -0.14178 -3.96482
H: 0.25652 1.13326 6.63600
H: -4.86651 3.65926 1.18064
H: -7.39285 -1.00932 -5.77930
H: -1.22221 5.56453 3.57389
H: -1.53610 4.84908 -2.18671
H: -3.69809 4.31098 -3.72802
H: -4.07495 -0.04788 3.01669
H: -0.71038 -3.40206 -2.73462
H: -2.33347 1.49866 -3.76821
H: 9.63554 -1.45692 -4.07050
H: -5.42334 -2.90661 4.23172
H: -4.96593 -0.58852 -1.80990
H: -4.30893 6.43388 -2.14290
H: -0.39776 -0.72351 5.27968
H: 2.84344 3.53029 6.50510
H: -1.70541 2.59591 4.89365
H: -1.91655 -8.38148 0.51712
H: 1.07246 -3.44335 -0.58004
H: 4.75152 -5.82974 1.00218
H: 0.43683 -3.21297 4.12639

Cartesian forces, eV/Å:
S 1.3 -1.4 0.0
S 1.2 -0.5 0.7
S 0.3 2.0 -1.3
S -0.8 1.3 -0.4
O 1.0 -1.0 0.2
O -0.6 -0.1 -0.4
O 1.6 -1.0 -0.4
O -0.2 -0.5 0.3
O -0.3 0.5 0.6
O -0.2 0.8 0.0
O -1.3 -0.9 -1.6
O 0.6 -1.3 -0.5
O -0.2 -1.0 0.5
O 0.3 -0.8 -1.4
O 0.0 0.7 -0.8
O 0.0 -0.2 1.3
O 0.6 -0.9 -1.2
O -0.3 -0.8 2.1
O -0.6 0.3 -0.6
O -0.1 0.7 -0.3
O -0.3 1.4 0.4
O 0.5 -0.3 0.7
N 0.1 1.5 0.5
N -1.0 2.2 -0.4
N 0.5 -0.4 0.2
N -0.2 0.6 0.4
N 0.8 -1.3 -2.1
N -1.0 1.3 0.3
C 1.1 -0.3 -0.2
C 0.8 1.0 0.6
C 0.3 -0.6 -0.4
C -1.4 0.9 -0.4
C 0.7 -0.9 0.8
C -0.9 -0.2 0.5
C 0.7 0.2 -1.3
C 0.6 -1.5 0.5
C 1.6 0.8 -0.1
C 0.6 -1.3 -0.9
C -0.2 0.0 -1.4
C 0.2 0.1 0.8
C 0.1 0.2 -0.6
C 0.0 2.0 1.8
C -0.2 1.1 -0.8
C -1.2 0.8 0.1
C -0.4 0.1 -0.1
C -0.9 0.1 0.2
C -0.2 0.0 -0.3
C -2.1 -1.5 -1.0
C 0.5 0.0 2.4
C -0.1 -0.1 0.1
C 0.4 -0.5 -0.6
C 1.7 -0.4 0.3
C -0.1 -1.8 -0.5
C -1.6 0.1 -1.1
C 1.3 0.6 2.4
C 0.3 0.0 -0.2
C -0.5 -0.8 0.8
C 0.2 1.6 0.2
C 1.1 0.1 0.5
C -0.6 -0.3 0.5
C -0.1 -1.0 0.9
C -1.6 0.4 -0.7
C 1.9 -0.2 1.2
C 0.4 -0.7 -2.1
C -0.6 1.4 1.0
C 0.6 0.4 0.2
C -0.9 -0.5 -1.0
C 2.0 1.1 -0.3
C -0.6 0.6 -1.3
C 1.0 0.9 -0.4
C 1.4 0.4 0.2
C -1.9 -0.2 0.2
C 0.1 0.6 -1.3
C -0.8 0.0 -0.9
C 0.5 -0.1 -1.1
C -0.3 -0.3 -0.5
C -0.6 0.5 -1.9
C -1.3 1.3 -1.2
C -1.0 -0.7 0.1
C -0.6 -0.8 -0.8
C -0.7 -0.1 -0.6
C -1.3 -0.3 0.2
C -0.1 0.9 -0.3
C 0.0 -0.1 -1.7
C -0.1 -1.4 0.0
C 0.0 -0.1 -0.1
C 0.4 1.7 0.4
C 0.0 -1.3 0.1
C 0.6 -0.3 2.0
C 0.7 -0.4 0.0
C -2.1 -1.4 0.7
C -0.2 1.8 1.0
C 0.9 0.5 -0.2
C -0.1 1.6 -0.7
H 0.0 -0.2 0.1
H 0.8 0.3 0.5
H 0.3 -0.1 0.2
H -0.2 0.3 -0.4
H -0.6 -0.2 0.1
H 0.7 -0.3 0.2
H 0.4 -0.3 -0.3
H 0.0 0.1 -0.4
H -0.1 -0.3 -1.2
H -0.5 0.3 0.2
H -0.2 0.1 0.2
H -0.2 0.4 -0.2
H 0.5 -0.2 0.4
H 0.2 0.5 0.6
H 0.6 -0.2 0.6
H -0.7 0.4 -0.3
H -0.1 -0.4 -0.4
H 0.0 -0.4 0.5
H 0.0 0.5 0.7
H 0.9 0.1 0.6
H -0.4 -0.1 0.8
H 0.3 0.4 0.6
H 0.2 0.1 -0.2
H 0.1 0.1 -0.5
H 0.7 0.7 0.4
H 0.0 0.4 -0.3
H -0.1 0.2 0.1
H 0.0 0.6 0.3
H 0.7 -1.0 -0.4
H -0.5 0.0 -0.2
H -0.4 -1.0 -0.5
H 0.0 0.7 -0.4
H -0.2 0.6 0.7
H -0.8 0.4 -0.2
H -0.5 -0.3 -0.1
H 0.0 0.4 -0.2
H 0.5 0.2 0.6
H -0.2 0.3 -0.1
H -0.2 -0.1 0.2
H 0.5 -1.0 -0.5
H -0.5 0.3 -0.6
H 0.4 -0.4 0.3
H 0.0 -0.6 0.0
H 0.2 -0.6 -0.2
H 0.0 -0.2 1.0
H -0.2 -0.2 -0.6
H 0.7 -0.3 0.5
H -0.1 -0.2 -0.1
H 0.2 0.0 -0.1
H -0.6 0.5 0.2
H 0.1 -0.1 -0.4
H -0.2 -0.5 0.6
H -0.8 -0.5 0.0
H -0.3 0.2 0.1
H -0.1 -0.3 -0.5
H -0.1 0.3 0.1
H -0.4 0.0 0.1
H 0.1 -0.3 1.3
H -0.6 -0.3 0.9
H 0.0 -0.1 0.0
H 0.4 0.4 -0.4
H -1.0 -0.6 -0.2
H -0.2 0.3 -0.5
H -0.1 -0.5 0.2
H -1.2 -0.4 0.1
H 0.5 -0.7 -0.3
H 0.1 0.1 0.1
H -0.3 0.8 0.1
H -0.3 -0.1 0.3
H 0.5 0.1 0.4
H -0.1 0.7 0.1
H 0.2 -0.8 0.4
H -0.1 -0.3 -0.3
H 0.6 0.6 0.0
H -0.2 0.5 -0.1
H -0.7 0.0 0.2
H 0.0 0.2 0.0
H 0.2 0.3 -0.3
H 0.7 -0.5 -0.1
H -0.8 0.0 0.1
H -0.1 -0.5 -0.1
H 0.2 -0.8 0.5
H 0.0 -0.6 0.1
H 0.1 0.4 0.5
H 0.4 -0.2 -0.9
H 1.0 0.1 -0.4
H -0.2 0.7 0.1
H 0.5 -0.5 -0.9
H -0.2 -0.1 0.1
H 0.1 0.1 0.0
H 0.1 0.6 -0.1
H -0.2 0.0 0.1
H 0.4 -0.4 -0.4
H 0.5 0.4 0.2
H 0.3 -0.3 -0.2
H -0.8 0.3 0.1
H -0.2 -0.3 -0.3
H 0.2 0.2 0.0
H -0.1 -0.2 0.0
H -0.1 -0.2 0.1
H -0.9 0.7 0.0
H 0.7 -0.8 -0.6
H 0.0 0.1 0.1
H -0.1 0.3 0.9
H 0.1 -0.2 1.4
H -0.7 -1.0 0.2
H 0.0 -0.3 -0.2
H -0.1 0.8 -0.2
H 0.2 -0.4 0.4
H 0.0 0.4 -0.2
H 0.2 -0.2 0.6
H 0.1 -0.4 -0.3
H 0.0 0.5 0.7
H 0.1 0.3 0.5
H 0.0 0.1 0.0
H -0.4 0.3 0.2
H 0.0 0.1 -0.6
H 0.8 -0.1 -0.1
H -0.2 0.1 -0.2
H 0.4 -0.3 0.6
H 0.6 0.3 0.4
H 0.1 0.4 -0.1
H 0.3 0.3 0.9
H -0.2 0.3 -0.1
H -0.3 -0.1 0.2
H -0.2 -0.6 0.0
H 0.4 0.0 0.0
H -0.7 -0.3 0.7
H 0.2 0.0 -0.4
H 0.1 -0.7 0.3
H -0.8 -0.8 -0.1
H -0.1 0.6 0.1
H 0.0 0.0 0.6
H -0.1 -0.3 -0.3
H 0.2 -0.4 0.6
H 0.1 -0.4 -0.2
H 0.5 0.1 0.2
H 0.2 0.2 0.5
H 0.0 0.3 -0.4
H 0.6 -0.1 -0.1
H 0.5 0.0 0.3
H 0.1 0.3 0.1
H 0.2 0.0 -0.1
H 0.7 -0.6 -0.1
H -0.8 0.0 0.2
H 0.1 -0.2 -0.3

Results
Energy relative to the best compared isomer or geometry (same formula, charge and spin) ... 8.1 kcal per mole
Max |F| ... 2.8 eV/A
Frontier orbital gap ... 8.078 eV
E ... -5877.5278 Eh
E_HOMO ... -7.914 eV